C4H7NO2 | the ωB97M-V functional and the def2-TZVPD basis

Geometry (Å):
C (-1.75587, 0.60239, -0.20099)
C (-0.75520, -0.01539, 0.75140)
O (-0.37403, -1.31215, 0.35443)
C (0.82650, -1.20650, -0.38750)
C (1.38923, 0.13730, 0.02024)
N (2.52694, 0.59109, -0.27284)
O (0.44188, 0.76614, 0.76514)
H (-2.13873, 1.55688, 0.17002)
H (-2.59656, -0.07467, -0.36753)
H (-1.24788, 0.77582, -1.15140)
H (-1.11079, -0.06833, 1.78329)
H (0.65357, -1.25028, -1.47170)
H (1.49431, -2.02688, -0.11425)
H (2.64663, 1.52459, 0.12169)

SMILES: [H]/N=C1/CO[C@H](C)O1
F_max in eV/A: 0.4
Energy relative to the best compared isomer or geometry (same formula, charge and spin) in kJ/mol: 111.64
Energy in eV: -9846.12258

Here are the Mulliken charges for atoms 1 to 6, given in e: atom 1 (C): -1.097, atom 2 (C): 0.323, atom 3 (O): -0.403, atom 4 (C): -0.215, atom 5 (C): 0.511, atom 6 (N): -0.679